[1]
# C29H86BrN16O11

12 unconnected molecules or ions with the total composition C29H86BrN16O11 (the ωB97M-V functional and the def2-TZVPD basis, OMol25).

Computed properties:
Total charge: -1
LUMO level (eV): 2.23
Orbital gap (hartree): 0.32432
HOMO (eV): -6.59
Relative energy (zero: lowest compared OMol25 entry of this formula, charge and spin) (eV): 0.000
Spin multiplicity: 1

```
143
Properties=species:S:1:pos:R:3:forces:R:3
H -4.7068 0.5716 -0.7951 0.062 0.086 -0.176
Br -0.1268 0.0559 1.0508 0.367 0.011 -0.361
H 4.0939 -0.3471 -0.9582 -0.400 -0.251 -0.469
N 5.0308 3.8874 3.5707 0.592 0.805 0.714
H 4.0602 1.2091 3.2905 -0.311 0.540 0.047
H 2.6861 1.2315 6.1515 0.263 0.116 -0.356
H -0.6517 4.9235 2.6699 -0.110 -0.809 -0.148
C -2.0192 -3.3328 1.8795 2.945 2.230 6.419
O -3.9594 2.2972 -5.5999 -4.444 0.429 -5.666
C 1.8077 1.7215 5.7314 0.519 0.244 -0.711
H -0.5727 -9.7494 1.0198 0.005 -0.375 -0.775
H 0.8726 4.4202 5.2883 -0.405 -0.523 0.237
H -0.5894 -8.8878 -1.3208 -0.064 -0.221 0.109
H -4.3592 4.1663 0.2442 0.582 -0.112 0.324
H 0.9841 -0.8658 2.9938 -0.340 0.657 0.369
N -1.8553 -3.3146 -4.2302 0.604 -0.573 -0.804
H -1.7614 -9.0793 1.9626 -0.331 0.382 0.126
H 1.8970 -5.8280 -0.5544 0.947 -0.092 -0.151
H -2.5401 -1.4041 3.5891 -0.028 -0.185 0.292
H -1.5953 2.4921 -3.6733 0.523 0.401 0.025
H 2.3089 3.9628 -4.9525 0.027 0.119 -0.116
O 3.2200 -2.2475 -2.4857 1.659 -1.752 -1.697
H 2.4329 3.7657 -1.7295 0.660 -0.475 -0.096
H -0.3283 1.0872 -1.8992 0.265 -0.150 0.260
H 2.4110 2.5408 -6.0461 -0.279 -0.051 -0.023
H -1.8991 -0.0748 2.8325 -0.205 0.362 0.072
O 2.8777 2.1667 -4.0329 -0.549 0.326 0.116
C 1.5088 -5.2426 0.2791 0.728 -1.713 -2.139
H -5.4284 2.7766 0.2223 -0.200 -0.200 0.275
C 0.0128 -7.0704 0.8776 -1.139 1.527 0.670
H -2.8363 1.3406 -2.9174 -0.641 -0.117 0.082
H -6.5232 4.8946 -1.0836 1.144 0.031 1.335
H -2.0479 -7.1218 0.3434 -0.093 0.135 0.481
H -1.7122 -0.3757 -2.8090 0.658 0.175 -0.174
H -2.2466 -1.8235 -2.1791 -0.034 -0.606 -0.252
H -0.7241 2.5359 -1.2736 0.115 -0.118 0.156
H 5.5240 -0.3641 4.1083 -0.544 0.065 -0.106
H -3.1581 -0.6670 -6.6292 0.527 0.325 -0.177
H -4.4740 1.0936 -3.5236 0.372 -0.135 0.261
H -2.9150 1.9328 2.8797 -0.171 -0.282 0.006
H -3.9084 0.4420 0.7660 -0.206 -0.033 0.184
C -6.0300 4.2432 -1.8050 -0.250 -0.837 -0.530
H 1.6537 -4.2363 -0.1139 -0.792 0.287 0.697
C -1.5593 -1.4473 -2.9368 -0.326 1.294 -0.128
N 3.1552 -0.7145 -0.8956 1.194 3.326 2.524
H 0.9261 -1.1421 -0.8624 -1.159 -0.879 0.520
H -2.0251 3.3570 0.3743 0.883 0.066 0.814
H -2.3323 -9.6844 0.4448 0.417 0.017 -0.396
C -0.5362 4.9286 3.7538 -0.199 0.821 -0.336
H -1.8809 3.4487 -5.1463 0.120 -0.344 0.223
N -3.5002 1.3125 -3.6780 -1.545 -3.432 2.232
H 2.1979 -5.4508 1.0977 -0.733 0.172 0.668
H -1.4691 4.6798 4.2598 0.107 -0.630 -0.075
H 1.5066 2.4790 6.4550 -0.285 0.094 -0.068
H 0.0751 2.2015 4.0341 -0.086 -0.277 0.120
H 7.0850 -0.3767 3.3524 0.055 -0.488 -0.098
H -3.5246 -3.1968 0.6048 0.208 -0.023 0.453
H 1.2077 3.6560 -0.6161 -0.975 -0.098 -0.199
H 3.5886 3.3396 2.2151 -0.157 0.237 -0.276
H -0.1883 -3.2301 2.7029 -0.089 -0.173 -0.257
O -2.5672 -2.9372 2.9178 -0.827 -1.182 -0.040
H -2.9035 2.4171 -1.2438 0.091 -0.103 -0.244
H -1.2024 -0.1383 -5.4889 -0.591 0.273 -0.158
O -4.8302 3.4817 -1.6101 -0.629 1.402 0.277
H -2.0291 -3.5694 -0.0898 0.045 -0.038 0.312
C 2.8464 3.0428 -5.1821 0.137 -0.874 0.944
H 1.5895 -0.6590 4.6807 -0.664 0.071 -0.437
H -1.9062 1.7634 0.9503 1.060 0.296 0.119
H -2.9791 0.1325 -0.6527 0.006 -0.096 -0.176
H -0.4649 6.0099 3.8715 0.419 0.130 0.554
C 4.6596 3.2002 2.3621 -0.284 -1.432 1.279
O 6.0708 1.1910 2.8051 -1.622 1.356 -0.089
H -0.3726 -6.9058 1.8838 1.246 -0.010 0.734
N 2.6628 -2.3582 2.3635 -0.119 -0.878 -3.005
O 0.1627 -5.7282 0.2855 -0.145 -0.632 0.850
H -3.1730 -2.4250 -6.7860 -0.762 0.115 -0.404
H 1.1510 2.7127 2.7502 -0.234 0.239 -0.202
H -0.2194 -3.8478 1.0557 -0.065 0.127 0.544
C -1.4907 -9.1719 0.9108 0.479 1.556 1.157
C 4.7068 1.6365 2.5241 2.013 0.710 -0.819
H 2.4564 5.2572 4.4184 0.157 0.764 0.073
H 1.0438 0.9512 5.6256 -0.313 0.211 0.070
C -1.9277 -1.8837 -4.3541 -0.540 1.187 0.463
H 1.7215 0.8128 -2.9814 0.472 -0.019 0.078
H -0.5430 -1.7529 -2.6880 -0.055 0.238 -0.016
C 5.3935 3.7525 1.1599 -0.258 -0.798 -0.848
C 1.5996 1.7268 -3.5626 -0.547 0.580 -0.394
O 2.1150 2.3014 4.4355 0.144 -1.143 1.659
O 3.3382 -2.2671 4.4726 1.834 -0.686 2.286
N -3.5704 1.4943 3.5109 -1.512 3.031 0.028
N 1.5353 -1.1403 3.7944 -1.152 0.849 1.331
N -2.5439 -3.3828 0.7589 -4.366 -0.828 -7.618
C -2.6657 -1.5147 -7.1057 1.165 -1.941 -0.758
N 1.8928 5.0105 3.6175 0.253 0.505 0.792
C -4.5487 3.2136 -0.2503 0.020 -1.025 -0.798
N -2.1275 2.7095 -4.5038 3.261 1.652 -0.845
C 0.7513 4.2574 4.2173 0.675 0.628 -1.107
C 2.5638 -1.9514 3.6192 0.325 0.231 -0.070
H -0.8595 -3.3925 -4.0806 0.427 -0.966 0.341
H 5.4875 4.8348 1.0710 -0.404 0.019 0.453
H -1.9770 -3.7727 -5.1221 -0.249 -0.095 -0.378
C -3.2393 2.0379 -4.7348 2.299 1.618 3.402
C -3.7748 0.7687 -0.2653 -0.226 -1.349 0.577
C 0.9582 2.8033 3.8192 -0.692 0.297 0.053
H -4.3874 2.0168 3.7927 0.313 0.154 -0.175
H 4.7683 3.3960 0.3413 0.277 0.234 -0.551
H 0.9012 -7.6824 0.7215 0.227 0.177 0.413
N -2.4971 2.5665 0.7895 -0.032 -0.305 0.187
O -1.2872 -1.8077 -6.7354 -1.576 1.258 -0.121
H 1.1147 -2.8220 -1.6105 -0.845 0.676 0.013
C -3.3653 2.1793 -0.2854 -1.641 2.808 -0.479
H -0.2008 -7.3349 -1.3907 -0.119 0.302 -0.444
H 2.0827 -1.7901 1.7627 0.331 -0.346 -0.782
H 2.0267 2.1781 -0.9205 0.311 -0.053 -0.256
H -2.5515 -1.4731 -8.1889 -0.938 0.286 0.004
H 4.9045 3.3577 4.4213 -0.422 -0.309 -0.090
C -3.5439 0.2623 4.0043 -1.210 -0.374 0.696
N -0.4502 2.0644 -2.1237 0.112 -0.009 -1.295
N 1.4101 -1.9003 -1.3216 -4.142 -1.227 0.773
H 4.4410 1.2321 1.5474 -0.324 -0.355 -0.177
H 1.0002 1.4417 -4.4272 -0.324 0.046 -0.157
H 2.5892 4.4229 3.1818 -0.419 -0.461 -0.402
H 0.4419 3.6212 -3.1229 0.363 0.035 -0.463
H 6.3915 3.3480 0.9911 0.041 -0.229 0.354
N -0.6995 -3.5166 1.8803 2.037 -0.675 0.296
N -0.9378 -7.9643 -1.1065 0.408 -0.289 -2.104
H 2.4699 -0.2203 -0.3422 0.600 0.386 0.531
H -6.7886 3.4661 -1.8993 -0.466 0.264 -1.017
H -5.8698 4.9430 -2.6252 -0.195 -0.693 -0.565
N -2.4979 -0.3951 3.5801 2.365 -2.166 -0.342
C -1.1701 -7.7645 0.2775 -0.794 -1.409 -0.146
H 3.5541 -2.6703 2.0053 -0.238 0.072 0.211
O -4.4215 -0.1807 4.7548 0.236 0.201 -0.196
H -0.0133 -1.3439 -5.3585 0.256 -0.262 0.688
H -2.9552 -1.5669 -4.5330 -0.221 -0.129 0.065
H 5.6712 -0.7475 2.3334 -0.233 -0.387 0.124
C 6.0346 -0.1500 3.1694 1.428 -0.290 0.076
C 1.6518 3.0707 -1.4212 0.639 0.786 -0.340
H 3.8936 3.2335 -5.4168 -0.110 0.221 0.094
C 0.8011 2.7072 -2.6500 -0.232 -0.407 1.895
C 2.6277 -1.6600 -1.6205 3.077 -0.348 -1.982
H 6.0185 4.0985 3.5657 0.145 0.074 -0.168
C -1.0874 -1.2222 -5.4979 1.586 -0.570 1.811
```
Positions in Å, forces in eV/Å.

***

[2]
# C29H86Cl2O32P4

13 unconnected molecules or ions with the total composition C29H86Cl2O32P4 (the ωB97M-V functional and the def2-TZVPD basis, OMol25).

Computed properties:
Total charge: -1
LUMO level (alpha / beta) (eV): 1.74 / 1.73
Orbital gap (alpha / beta) (hartree): 0.07245 / 0.34496
HOMO (alpha / beta) (eV): -0.23 / -7.65
Spin multiplicity: 2

```
153
Properties=species:S:1:pos:R:3:forces:R:3
O 3.1469 4.4980 -7.2031 0.130 2.180 1.076
H 6.2520 -0.7832 -2.3271 0.535 -0.121 -0.283
O 2.4042 -3.6083 -3.0186 1.709 0.394 1.202
C 4.3512 -4.0886 3.2656 -2.209 -0.586 0.853
P -4.6632 -1.9054 3.3268 0.331 -0.015 -0.823
C -6.7801 -0.8096 -3.5411 2.020 -0.514 -4.064
H 2.5750 2.7287 -4.0517 0.779 0.014 -0.868
C -2.1827 -4.4171 -0.6783 1.188 1.860 -2.509
H 1.0639 3.9414 1.8568 -0.121 -0.136 -0.274
H -2.1311 -1.0031 2.0777 0.237 -0.041 -0.399
O 3.6375 4.5587 -4.7107 0.039 1.129 -2.154
H 1.0744 -0.5507 7.3435 -0.121 -0.894 -0.271
C 2.6758 3.8113 -3.9745 -0.887 1.361 1.784
H -1.4314 4.3126 -0.8130 -0.174 -0.407 0.128
H 0.3371 -4.6862 -4.1915 -0.270 0.930 1.045
O 6.3260 0.3211 -0.6468 -1.092 0.011 1.419
H 0.7313 6.3233 1.6520 -0.242 0.013 -0.516
H 1.9646 -2.4668 1.8498 -0.258 0.093 0.010
H 1.9240 -2.7812 -3.1016 -0.751 0.325 -0.289
H 1.3561 2.9351 -0.1942 0.101 0.178 -0.766
C 3.7717 -3.1248 -2.8190 -0.390 0.773 -1.251
C -0.1313 5.4485 -1.5892 -0.261 1.551 1.071
O 1.3398 5.9537 2.2959 1.545 -0.286 1.314
H -3.5338 -0.6831 -0.8748 -0.603 0.779 -0.296
O -3.1375 -6.5361 -0.4299 0.037 -0.763 -0.096
C 2.7449 0.1492 3.2072 0.006 0.060 -0.206
O -6.5856 -2.8451 -1.1344 -0.262 1.213 -0.209
H 2.9686 4.0656 -2.9558 -0.271 -0.466 0.333
H 2.0202 -0.6633 3.1544 -0.680 0.607 0.690
H -4.0429 -4.7880 0.2198 -0.210 0.264 -0.319
H -0.9101 5.6484 1.0890 -0.751 -0.714 -0.595
H 2.8964 -4.5164 1.5911 0.889 -0.811 -0.013
H -3.5425 0.4666 2.5148 -0.046 -0.101 0.225
H 5.2956 -2.3652 -4.1643 0.150 0.296 0.260
H -1.2103 -5.9624 -1.3431 -0.277 -0.109 -0.037
H 0.1043 1.9921 6.1529 -0.783 -0.136 0.010
Cl -1.6453 -3.1133 -3.8588 0.820 -1.501 -0.432
H 1.8793 3.1845 -8.1539 0.907 -0.405 -0.127
O -0.5059 6.4211 0.6874 -0.649 0.999 -0.808
O -1.0112 4.3728 -1.6741 -0.719 -0.255 -0.656
H -2.7916 -5.3477 1.1752 0.713 -0.052 -0.040
Cl -1.3676 -6.1183 -4.3966 -1.245 -1.174 0.438
P -7.1156 -1.3216 -0.9955 0.932 0.274 0.591
C 0.5737 1.3463 6.8950 -0.108 1.920 0.032
C 4.9457 6.5744 -7.5819 0.588 0.598 -1.352
C 5.3423 1.1220 -2.8275 1.854 1.441 -0.132
O -0.8177 -0.2783 -0.7717 -1.550 2.397 3.746
H 5.0515 -3.2835 3.4881 -0.101 0.136 0.086
H 4.4299 -3.9517 -2.5524 -0.224 -0.179 -0.267
O -1.3803 1.6024 1.0171 -0.020 -0.645 -0.035
O -3.7762 -2.6308 2.3385 -1.501 0.918 1.951
H -6.2371 0.1174 -3.7256 -0.102 0.396 0.907
H 4.9128 -4.9787 2.9821 -0.024 0.015 0.058
C 0.0918 -1.2049 -1.2777 -0.246 -0.840 -1.042
H 2.6927 -3.9687 4.2521 -0.301 0.139 0.227
C 3.7647 -0.1498 4.3195 0.494 1.728 -0.249
H 0.0648 6.0004 -2.5085 -0.067 -0.957 -0.727
H 3.9948 -3.1237 1.4538 0.014 0.006 -0.514
O 4.4674 6.4539 -6.2450 -1.379 -1.423 0.324
H -0.0700 7.4959 -0.9077 0.507 -0.134 -0.143
P 3.1314 5.5389 -5.9250 -1.425 0.071 -0.563
H 5.5862 2.1753 -2.6888 0.210 0.163 0.613
H -4.4053 -2.0495 -0.2735 -0.152 0.315 0.671
H 0.7903 5.0440 -1.1709 0.469 0.617 0.052
H 1.6020 4.2752 3.4609 0.172 0.404 0.186
H -7.4166 -0.9123 -4.4200 -0.025 -0.033 -0.204
H 0.8663 1.8035 -1.6134 -0.739 0.757 0.186
H 3.9323 -3.1080 -4.9144 -0.083 0.083 -0.234
O -0.0903 -0.6338 1.7212 0.543 1.958 -2.106
H -0.8288 3.9118 3.8965 0.665 0.523 0.892
O -0.9993 -5.0706 -1.0572 1.010 0.216 0.534
H -8.0145 -4.3337 -1.3423 -0.124 0.137 0.019
O 4.7940 0.8822 4.3201 -0.114 -0.285 -0.086
H -1.9486 -3.4084 -0.3378 0.341 -0.242 1.097
H -6.6214 -4.5548 4.3153 -0.303 -0.412 -0.533
C -1.1299 -1.2787 2.4090 -1.069 0.050 0.890
H 2.9244 2.0695 3.3028 0.169 0.177 0.061
H 1.6953 4.2672 -4.1118 -0.169 -0.170 -0.081
O -7.5792 -0.9517 -2.4933 -2.397 0.108 4.521
O 3.5264 -4.4010 4.4513 1.386 0.060 -1.000
O 5.4273 1.0402 -4.2503 0.216 -0.410 0.967
H -5.1785 -4.4821 3.2435 -0.429 -0.859 -0.536
C 1.4747 1.9928 -0.7290 -1.103 -1.155 0.292
O -0.8524 -0.5537 6.4055 0.063 -0.438 0.836
C -4.6099 0.5486 2.3102 0.782 2.046 0.880
P -0.4360 0.5459 0.6334 2.917 -1.805 -2.164
H 0.6337 2.4418 8.4913 -0.118 0.076 0.225
O -5.9551 -2.7635 3.8287 1.540 2.619 0.292
H -2.6506 -4.0923 -1.6076 -0.799 -0.521 -0.334
H 7.1059 0.7065 -0.2409 -0.131 0.031 -0.300
H 0.8692 -0.1780 5.5453 0.793 -0.170 0.208
H 5.6672 5.8569 -7.9728 -0.427 -1.145 0.815
C 0.4812 -0.0804 6.5593 -0.479 0.150 -0.679
H 3.9576 -2.3226 -2.1049 -0.878 -0.206 0.933
H -4.6709 0.9304 1.2910 -0.626 -0.904 -0.282
H -4.4680 -1.8608 -1.8950 0.147 0.738 -0.587
H -0.9043 5.6416 3.2709 0.336 0.093 0.903
H -6.0513 -1.6152 -3.6300 0.212 -0.144 0.091
H -1.0417 -2.3608 2.3113 0.136 0.114 0.072
C -4.4631 -1.2388 -0.9999 -0.051 -1.748 0.361
H -2.5509 -2.6827 5.5811 0.051 0.162 0.176
H 4.1579 6.6460 -8.3318 -0.202 0.000 0.290
H 2.8789 -1.2144 -4.9130 -1.027 0.004 -0.597
C -7.3132 -3.9376 -0.6079 0.121 -0.338 0.152
C 6.4451 0.2528 -2.0486 -1.101 0.599 -0.415
H 7.4737 0.5959 -2.1594 -0.147 -0.189 -1.591
C 0.9571 4.6589 2.6703 -0.933 0.114 0.887
H 1.6122 1.6137 6.6995 0.498 -0.008 0.700
H 4.8547 0.3077 -4.4896 -0.422 -0.568 -0.457
H 1.2297 3.6429 -6.7184 0.006 1.143 0.443
O 0.1099 1.6776 8.2399 0.692 -0.506 -1.181
H -0.5488 -1.8624 -1.8654 0.479 0.145 -0.586
H 5.3621 0.7768 3.5534 0.012 -0.120 -0.179
H 3.3719 0.0257 5.3210 -0.603 -0.409 -0.148
H 0.5256 -1.9095 -0.5681 0.456 0.543 0.434
O 3.6619 -1.1168 -4.3662 1.206 -0.917 1.291
H -6.5651 -4.7054 -0.4107 -0.121 -0.067 0.175
H -1.0157 -1.1032 7.1756 -0.410 0.013 0.006
O -3.8732 -1.3890 4.7033 -1.492 1.206 -2.167
C -0.6961 -4.5544 -4.5131 1.185 1.534 -1.214
H -3.9416 -6.6690 -0.9372 0.022 0.287 -0.026
H -0.5497 -4.3460 -5.5729 -0.534 0.254 0.044
O 2.1666 1.4803 3.2933 -0.042 -1.453 0.558
C 3.3739 -3.7028 2.1372 2.312 -1.121 -1.441
C -6.1882 -4.1110 3.4190 0.928 0.952 0.311
H -1.6448 7.0127 -1.0166 -0.594 -0.878 0.120
H 2.4492 1.8142 -1.1833 0.467 -0.139 1.101
C -0.5582 4.6200 3.1134 1.989 0.579 0.773
O -5.3589 -0.5645 2.6927 0.198 -3.559 0.959
C -3.5296 -2.2371 5.7594 -0.710 -2.517 -0.168
H 0.7703 -0.5956 -1.8748 0.579 -0.901 -0.164
C -0.6749 6.6069 -0.7291 1.354 0.257 0.711
O 1.7895 6.2782 -5.7387 3.954 -1.996 -0.201
H -7.8240 -3.6434 0.3090 -0.084 -0.110 -0.064
H 4.2223 -1.1386 4.2904 -0.242 -0.113 -0.289
C -3.0522 -5.2322 0.1231 -2.078 -0.852 1.895
C 4.2093 -2.4326 -4.1050 0.277 -0.572 -1.071
H 3.1278 0.0740 2.1895 0.919 -0.033 -0.013
H -5.0539 1.3065 2.9555 0.574 0.594 -0.145
O -8.1120 -1.1101 0.0885 1.102 -0.179 -1.820
H -1.0723 -0.9364 3.4422 0.007 -0.430 0.244
O 1.1119 0.9745 0.2803 -0.881 -0.340 0.458
H -1.3135 3.2437 2.1291 -0.262 -0.423 -1.048
H -3.6532 -1.9364 6.7998 0.281 1.405 -0.380
O 2.3289 -2.9715 2.5807 -1.787 2.063 1.612
H 5.5884 7.4458 -7.7071 -0.543 0.667 0.753
H 2.5619 2.6495 -6.5076 0.431 -0.400 -0.686
O -5.7095 -0.5058 -0.8457 -0.463 -0.834 -0.181
C 2.2121 3.4560 -7.1520 -1.529 -1.222 0.266
H 4.3156 1.0629 -2.4663 0.033 -0.915 0.190
O -1.2814 4.2000 2.0521 -2.193 -1.015 -2.386
H -4.2852 -3.0222 5.7343 0.195 -0.700 0.042
H -6.8237 -4.0036 2.5399 -0.017 -0.894 0.100
```
Positions in Å, forces in eV/Å.

***

no.,E (Ha)
1,-5434.3480
2,-5850.0168